# 1
{
  "formula": "C8H11NO",
  "method": "the ωB97M-V functional and the def2-TZVPD basis",
  "spin_multiplicity": 1,
  "de_lowest_ev": 3.839,
  "gap_ha": 0.3550,
  "homo_energy_ev": -9.47,
  "lumo_ev": 0.19,
  "symbols": ["C", "C", "C", "C", "C", "C", "C", "C", "H", "H", "H", "H", "H", "H", "H", "H", "H", "H", "H", "N", "O"],
  "positions_angstrom": [[-1.4555, -0.9843, -0.2653], [-2.8060, -1.1435, -0.5441], [-3.7168, -0.1930, -0.1902], [-3.1953, 1.0869, 0.1365], [-1.7801, 1.2026, 0.3636], [-0.9056, 0.0840, 0.2140], [3.7273, 0.0262, -0.1896], [2.8276, -0.6849, 0.7981], [-0.8713, -1.9790, -0.2946], [-3.2647, -2.1576, -0.7419], [-4.8390, -0.4186, -0.2919], [-3.7613, 2.0246, 0.2743], [-1.4082, 2.1075, 0.6605], [0.1945, 0.2339, 0.5336], [3.4558, 1.3668, -1.7830], [1.8437, 0.7564, -1.1729], [2.9602, -1.7373, 0.8905], [1.7873, -0.2507, 0.6677], [3.2112, -0.1348, 1.8139], [3.1087, 1.0424, -0.7271], [4.8876, -0.2477, -0.1519]],
  "lowdin_charge": [-0.16, -0.12, -0.11, -0.07, -0.06, -0.13, -0.76, -0.03, 0.14, 0.12, 0.13, 0.10, 0.06, 0.09, 0.17, 0.25, 0.06, 0.02, 0.15, 0.07, 0.06]
}


# 2
{
  "formula": "C2H8O2",
  "method": "the ωB97M-V functional and the def2-TZVPD basis",
  "spin_multiplicity": 1,
  "de_lowest_ev": 0.745,
  "gap_ha": 0.3819,
  "smiles": "COC.O",
  "homo_energy_ev": -9.66,
  "lumo_ev": 0.73,
  "symbols": ["O", "C", "C", "H", "H", "H", "H", "H", "H", "O", "H", "H"],
  "positions_angstrom": [[-1.4762, -0.1563, -0.3537], [-0.3541, 0.6769, -0.5730], [-1.4693, -0.6935, 0.9629], [0.5024, 0.2268, -0.0433], [-0.4914, 1.7083, -0.2071], [-0.1214, 0.7139, -1.6505], [-0.6283, -1.3844, 1.1414], [-2.4139, -1.2476, 1.0945], [-1.4272, 0.1134, 1.7138], [2.6360, 0.2435, -0.3660], [2.7629, 0.5257, -1.3001], [2.4804, -0.7267, -0.4190]],
  "lowdin_charge": [-0.24, -0.14, -0.13, 0.05, 0.09, 0.09, 0.08, 0.09, 0.09, -0.09, 0.06, 0.06]
}


# 3
{
  "formula": "C3H4ClNO2",
  "method": "the ωB97M-V functional and the def2-TZVPD basis",
  "spin_multiplicity": 1,
  "de_lowest_ev": 2.300,
  "gap_ha": 0.3909,
  "smiles": "ClC[C@@H]1OC=NO1",
  "homo_energy_ev": -9.77,
  "lumo_ev": 0.87,
  "symbols": ["C", "C", "C", "H", "H", "H", "H", "N", "O", "O", "Cl"],
  "positions_angstrom": [[1.2867, -0.5367, -0.0156], [0.1971, 0.3703, 0.5186], [-1.7161, 0.1479, -0.4447], [2.1552, 0.0842, -0.1610], [1.0553, -0.9254, -0.9980], [0.4035, 0.7970, 1.4600], [-2.7474, -0.2382, -0.6016], [-1.2427, 1.1089, -1.1146], [-1.0733, -0.3952, 0.5934], [-0.0105, 1.4213, -0.3763], [1.6922, -1.8342, 1.1398]],
  "lowdin_charge": [-0.51, -0.39, -0.25, 0.08, 0.09, 0.14, 0.16, 0.14, 0.02, -0.07, 0.58]
}


# 4
{
  "formula": "C12H14HgN2O4",
  "method": "the ωB97M-V functional and the def2-TZVPD basis",
  "spin_multiplicity": 1,
  "total_charge": 2,
  "gap_ha": 0.2138,
  "homo_energy_ev": -15.82,
  "lumo_ev": -10.00,
  "symbols": ["Hg", "O", "C", "O", "C", "O", "N", "C", "C", "H", "H", "H", "H", "C", "C", "H", "H", "H", "O", "C", "C", "C", "C", "C", "C", "N", "H", "H", "H", "H", "H", "H", "H"],
  "positions_angstrom": [[-0.6193, 1.1194, 0.2809], [1.6846, -1.2532, 0.1062], [2.4458, -1.4480, -0.8274], [-0.0940, -0.5015, -2.0449], [0.6820, -1.2313, -2.6031], [0.4896, -1.7396, -3.8543], [1.9532, -1.6893, -2.1433], [1.5479, -2.7007, -4.1521], [2.6722, -2.3756, -3.2117], [1.8082, -2.6031, -5.2085], [1.1492, -3.7117, -3.9684], [3.4020, -1.6885, -3.6754], [3.1920, -3.2559, -2.8437], [3.9062, -1.4695, -0.7252], [4.4962, -1.4687, 0.4854], [4.5202, -1.4533, -1.6359], [3.8925, -1.4794, 1.3878], [5.5833, -1.4553, 0.5741], [-1.5609, -0.6067, 1.5884], [-2.5965, 0.0303, 2.4059], [-2.8223, 1.5186, 2.2756], [-3.7791, 2.1681, 3.0230], [-3.9512, 3.5370, 2.8793], [-3.1749, 4.2682, 1.9958], [-2.2158, 3.6232, 1.2452], [-2.0967, 2.2785, 1.4317], [-0.7497, -0.7696, 2.1025], [-3.4853, -0.5153, 2.0988], [-2.3205, -0.2143, 3.4236], [-4.3720, 1.5777, 3.7046], [-4.7132, 4.0361, 3.4770], [-3.3051, 5.3345, 1.8807], [-1.5687, 4.1387, 0.5274]],
  "lowdin_charge": [1.43, 0.04, -0.40, 0.07, -0.44, 0.07, 0.07, -0.08, -0.10, 0.14, 0.15, 0.14, 0.14, -0.07, 0.12, 0.11, 0.08, 0.09, -0.13, -0.11, -0.23, 0.03, 0.03, 0.00, -0.07, -0.06, 0.11, 0.15, 0.15, 0.14, 0.14, 0.14, 0.13]
}


# 5
{
  "formula": "C5H15N6O3",
  "method": "the ωB97M-V functional and the def2-TZVPD basis",
  "spin_multiplicity": 1,
  "de_lowest_ev": 0.602,
  "total_charge": 1,
  "gap_ha": 0.3122,
  "homo_energy_ev": -12.15,
  "lumo_ev": -3.65,
  "symbols": ["C", "C", "C", "C", "C", "N", "N", "N", "N", "N", "N", "O", "O", "O", "H", "H", "H", "H", "H", "H", "H", "H", "H", "H", "H", "H", "H", "H", "H"],
  "positions_angstrom": [[0.5755, 0.8521, -0.7552], [-1.1068, -2.5671, 2.6353], [1.0479, 1.6769, -1.9492], [-1.1164, -1.7040, 0.3835], [-0.2699, -1.5867, 1.6092], [-0.0889, 1.6551, -2.8209], [-2.3604, -1.4264, 0.3586], [-0.1980, -0.1682, -0.9279], [0.9671, -2.0938, 1.3594], [1.4999, 2.9724, -1.5332], [-0.2438, -0.1640, 2.1172], [-0.3731, -3.5197, 3.1468], [1.0085, 1.3615, 0.4530], [-2.2653, -2.3686, 2.9284], [1.9416, 1.0229, -2.3830], [-0.6021, 2.5510, -2.5964], [0.1037, 1.7706, -3.8043], [-2.8009, -1.2175, 1.2830], [-2.8492, -1.7508, -0.4357], [-0.5130, -0.3172, -1.8671], [-0.6254, -2.1437, -0.4626], [1.3677, -1.5836, 0.5826], [1.6738, -2.1970, 2.1192], [1.7744, 2.9165, -0.5255], [0.5591, 0.8704, 1.2228], [0.8611, 3.7728, -1.6074], [0.6349, -3.5989, 2.9030], [0.0671, -0.0951, 3.0175], [-1.2215, 0.2187, 2.2459]],
  "lowdin_charge": [-0.34, -0.43, -0.44, -0.09, -0.47, 0.04, 0.22, 0.14, 0.10, 0.05, 0.13, 0.15, 0.02, 0.12, 0.19, 0.12, 0.09, 0.16, 0.14, 0.08, 0.14, 0.10, 0.14, 0.09, 0.05, 0.09, 0.19, 0.08, 0.15]
}


# 6
{
  "formula": "C3H12N3",
  "method": "the ωB97M-V functional and the def2-TZVPD basis",
  "spin_multiplicity": 2,
  "s_squared": 0.78,
  "de_lowest_ev": 1.691,
  "total_charge": 2,
  "gap_ha": [0.4422, 0.2605],
  "homo_energy_ev": [-21.05, -20.54],
  "lumo_ev": [-9.01, -13.45],
  "symbols": ["C", "N", "C", "N", "H", "H", "H", "H", "H", "H", "C", "N", "H", "H", "H", "H", "H", "H"],
  "positions_angstrom": [[1.0238, -0.8628, -1.6877], [-0.1906, -0.5905, -0.8580], [-0.5075, -1.5617, 0.0925], [-1.7322, -1.7817, 0.4487], [1.3657, 0.0824, -2.2435], [1.8198, -1.1734, -0.9338], [0.8426, -1.6768, -2.4139], [-1.0228, -0.3435, -1.3910], [0.3519, -2.2334, 0.1992], [-1.7682, -2.4156, 1.2428], [0.0691, 2.6537, 1.2836], [0.7876, 1.5023, 0.6643], [-0.7069, 2.3282, 1.9557], [0.8529, 3.2965, 1.7750], [-0.3157, 3.2281, 0.4434], [0.1746, 0.7644, 0.1191], [1.3564, 0.9989, 1.3435], [1.4832, 1.8580, -0.0122]],
  "lowdin_spin": [0.03, 0.30, 0.06, 0.52, 0.00, 0.00, 0.02, 0.01, 0.00, 0.01, 0.00, 0.02, 0.00, 0.00, 0.00, 0.01, 0.00, 0.00]
}


Result set for electronic energy: -441.30651 -231.43494 -782.07052 -1028.91482 -753.50153 -284.99844 Eh, one per record in the order listed.
Result set for molecular weight: 137.18 64.08 121.52 450.84 207.21 90.15 g mol⁻¹, one per record in the order listed.